{
  "formula": "C5H10O",
  "method": "ωB97M-V with the def2-TZVPD basis set",
  "species": ["O", "C", "C", "C", "C", "C", "H", "H", "H", "H", "H", "H", "H", "H", "H", "H"],
  "positions_angstrom": [[1.3992, -1.4392, 0.5719], [0.4315, -1.0072, -0.3762], [0.7400, 0.4133, -0.8788], [0.1202, 1.3269, 0.1820], [-1.1768, 0.6003, 0.5577], [-0.9016, -0.9019, 0.3665], [2.2090, -1.0825, 0.2165], [0.3846, -1.7321, -1.2020], [1.8101, 0.6277, -1.0470], [0.2431, 0.5523, -1.8457], [-0.0591, 2.3485, -0.1714], [0.7858, 1.3835, 1.0498], [-1.5005, 0.8226, 1.5751], [-1.9825, 0.9000, -0.1178], [-0.8045, -1.4299, 1.3194], [-1.6985, -1.3823, -0.2000]],
  "atomic_forces_ev_per_a": [[0.0, 0.1, -0.1], [-0.2, 0.0, -0.2], [-0.1, 0.1, -0.1], [0.0, 0.0, 0.1], [-0.2, 0.1, 0.1], [-0.1, 0.0, 0.0], [0.8, -0.1, 0.2], [0.0, 0.1, 0.1], [-0.3, -0.3, 0.1], [0.0, 0.0, 0.1], [0.1, -0.2, 0.0], [-0.1, 0.0, -0.1], [0.0, 0.1, -0.1], [0.0, 0.1, 0.1], [0.0, 0.0, -0.2], [-0.1, 0.0, 0.0]],
  "lowdin_charge": [-0.032, -0.392, -0.150, -0.192, -0.187, -0.137, 0.074, 0.136, 0.115, 0.117, 0.106, 0.111, 0.104, 0.105, 0.115, 0.106],
  "smiles": "OC1CCCC1",
  "molar_mass_g_mol": 86.13,
  "relative_energy_kj_mol": 18.5,
  "homo_lumo_gap_ha": 0.411,
  "homo_ev": -10.147,
  "multiplicity": 1
}